Record 1
Entry from the OMol25 dataset: a molecular structure, C21H38NO3P2V (wB97M-V/def2-TZVPD).

Summary:
net charge: +1
orbital gap (spin up / spin down): 0.213 / 0.215 hartree
calculated total energy: -2729.71756 Eh
2S+1: 2

CARTESIAN COORDINATES (ANGSTROEM)
V  -0.0591  0.1206  -0.4693
P  -2.4044  0.1235  -0.8207
P  2.3206  0.1421  -0.5900
O  1.0706  -0.9000  -4.0978
O  -1.5836  -0.5518  -4.2969
O  0.3728  0.3332  1.1432
N  0.0213  1.6251  -1.8829
C  -2.3466  1.3088  -2.1588
C  1.3908  -0.5095  3.6348
C  3.1634  0.2016  0.9951
C  1.1921  2.2262  -2.1346
C  0.2507  -4.0065  1.5848
C  -0.2851  -1.7895  0.9359
C  -0.1597  -3.7439  2.8869
C  -3.3162  -1.3362  -1.3320
C  -1.0958  3.0988  -3.3982
C  -3.2955  0.7811  0.6085
C  1.2645  3.2693  -3.0516
C  -0.6712  -1.5155  2.2185
C  3.2422  -0.9403  -1.6629
C  -1.1564  2.0303  -2.4683
C  0.0590  0.2008  3.2534
C  2.3907  1.8351  -1.2859
C  0.1052  3.7042  -3.6909
C  -1.0780  0.3284  4.3308
C  -0.5633  -2.4646  3.2350
C  0.2982  -3.0317  0.5936
C  0.2799  1.6101  2.8615
H  -3.2786  0.0410  1.4185
H  0.1097  -0.6517  -4.2294
H  -0.8506  -2.1158  4.2364
H  -1.1943  -0.5157  2.5978
H  -2.8957  -1.7260  -2.2640
H  -0.5171  0.5670  5.2188
H  2.2264  3.7343  -3.2305
H  3.1280  -0.7843  1.4709
H  2.7004  0.9191  1.6798
H  3.3232  1.9482  -1.8552
H  4.2837  -0.6044  -1.7022
H  1.0801  -1.8546  -4.2796
H  1.8350  -1.3977  3.1097
H  -1.7316  1.1827  4.0996
H  2.7740  -0.9188  -2.6519
H  4.2119  0.4818  0.8597
H  -1.7919  -0.4816  4.5970
H  0.6122  1.9931  3.8328
H  -0.1836  -4.4967  3.6658
H  -3.2889  1.7192  -2.5385
H  2.4569  2.5251  -0.4232
H  -2.0311  3.4123  -3.8508
H  2.1747  0.2557  3.6133
H  -1.9231  -0.1629  -5.1197
H  1.0292  1.8535  2.1153
H  1.2553  -0.8037  4.6794
H  0.2279  -0.8456  -1.9472
H  -2.8280  1.7044  0.9696
H  0.6062  -3.2193  -0.4538
H  0.1422  4.5191  -4.4090
H  3.1988  -1.9606  -1.2670
H  0.5375  -4.9996  1.3157
H  -3.2347  -2.0992  -0.5511
H  -0.6568  2.0532  2.5495
H  -4.3359  0.9856  0.3345
H  -1.9341  0.0630  -3.5915
H  -4.3707  -1.0767  -1.4801
H  -0.2734  -1.3931  -1.4609

Record 2
Entry from the OMol25 dataset: a molecular structure, C31H21BaCl2IN4O3SSe (wB97M-V/def2-TZVPD).

Summary:
orbital gap: 0.204 hartree
calculated total energy: -5681.90098 Eh
2S+1: 1

CARTESIAN COORDINATES (ANGSTROEM)
Ba  0.0203  0.0741  0.1971
I  -2.3471  -0.8987  2.4038
Se  -0.6275  -0.5433  -8.1672
Cl  0.9228  2.7737  2.9120
Cl  3.8580  2.4411  2.7508
S  2.0669  -2.0159  -0.1600
O  1.4248  -0.4804  2.2344
O  2.2030  0.9191  0.6606
O  0.5352  -2.1811  -0.0332
N  0.4516  0.4093  -7.0867
N  0.8117  0.8943  -2.3058
N  -1.3559  -0.8101  -2.0135
N  -1.5796  -1.2447  -6.8095
C  2.3714  2.1164  -3.6404
C  2.3903  -2.1565  -1.9108
C  -3.0314  -2.2688  -2.8791
C  -2.6305  -1.9722  -4.1611
C  1.7677  -2.9493  -4.0762
C  3.7322  -1.5729  -3.8006
C  -1.9241  2.9042  -0.2399
C  -2.3620  -1.6605  -1.8211
C  1.7849  1.6230  -4.7813
C  2.6438  -3.6234  0.2843
C  -1.5727  -1.0896  -4.3636
C  1.8551  1.7217  -2.4111
C  0.0524  0.1627  -5.8801
C  0.2334  0.4159  -3.4264
C  -5.0972  2.1864  3.6160
C  -2.7090  4.0940  -0.1429
C  -3.8712  3.1288  1.7472
C  -1.0705  -0.7522  -5.7261
C  -2.0475  1.8285  0.6121
C  3.4892  -1.4930  -2.4335
C  2.0043  0.5769  1.8701
C  2.2912  1.6094  2.9591
C  1.5131  -2.8777  -2.7130
C  -0.9536  -0.5339  -3.2637
C  -4.3404  0.9860  3.5006
C  -3.0782  1.9627  1.6052
C  2.8743  -2.2978  -4.6186
C  -3.3851  0.9113  2.5331
C  0.7023  0.7559  -4.6779
C  -4.8685  3.2198  2.7594
C  -3.6496  4.2057  0.8362
H  3.7040  -3.6955  0.0336
H  -3.8467  -2.9512  -2.6799
H  -2.6457  -1.8609  -0.7907
H  1.0950  -3.5053  -4.7189
H  -5.8603  2.2673  4.3826
H  2.2929  2.0662  -1.4774
H  -2.5614  4.9143  -0.8394
H  2.2902  1.1261  3.9249
H  3.0603  -2.3456  -5.6848
H  3.2155  2.7920  -3.6760
H  0.6397  -3.3484  -2.2759
H  2.1545  1.8922  -5.7638
H  4.1351  -0.9062  -1.7882
H  -1.1939  2.8731  -1.0623
H  -5.4490  4.1354  2.8327
H  2.0469  -4.3398  -0.2801
H  -4.2514  5.1035  0.9421
H  -4.5298  0.1583  4.1711
H  2.4945  -3.7434  1.3583
H  4.5835  -1.0547  -4.2247
H  -3.1225  -2.4155  -5.0186

Record 3
Entry from the OMol25 dataset: 3 unconnected molecules or ions with the total composition C3H13N2O3 (wB97M-V/def2-TZVPD).

Summary:
net charge: +1
orbital gap: 0.374 hartree
calculated total energy: -457.06331 Eh
2S+1: 1

CARTESIAN COORDINATES (ANGSTROEM)
O  2.6958  2.6630  -0.5364
O  1.6148  0.5536  -2.0089
O  -1.1813  0.4051  2.1991
N  -2.0061  -1.5882  1.3725
N  0.4235  1.2136  0.3689
C  -0.2544  -0.0591  -0.0232
C  -2.3300  -2.7182  0.4815
C  -1.1764  -0.4586  1.2915
H  -0.6910  -0.0404  -1.0835
H  -2.4632  -1.5850  2.1959
H  2.4770  0.3901  -1.5582
H  -0.2698  1.8746  0.6509
H  2.6009  3.5010  -0.9349
H  0.2833  -0.8672  -0.1871
H  -2.6990  -2.4406  -0.6218
H  -3.2242  -3.2713  0.7902
H  -1.5425  -3.5288  0.3755
H  1.8967  0.8210  -2.9384
H  3.6801  2.4852  -0.5875
H  1.1042  1.1052  1.1479
H  1.0615  1.5451  -0.3940

Record 4
Entry from the OMol25 dataset: a molecular structure, C22H42BiNP3SSe (wB97M-V/def2-TZVPD).

Summary:
net charge: +3
orbital gap (spin up / spin down): 0.154 / 0.154 hartree
calculated total energy: -4955.37386 Eh
2S+1: 1

CARTESIAN COORDINATES (ANGSTROEM)
Bi  0.2888  -2.7135  -0.5660
Se  -1.5909  -0.8781  2.6873
S  2.2454  -2.2609  1.6610
P  -2.1093  -0.3416  -1.2345
P  0.1602  1.8893  0.1673
P  1.6503  -0.5162  -1.9502
N  4.1496  -0.3762  1.8350
C  -3.2700  0.8351  -0.3666
C  -4.1955  -2.0257  2.7007
C  -1.5221  -6.2037  0.4887
C  2.3080  -0.0031  3.2703
C  1.3634  -1.7018  -3.3411
C  1.7682  1.0392  -2.9485
C  -3.4250  -1.5003  -1.7700
C  2.9230  1.1736  3.7276
C  -0.3449  3.3013  -0.8904
C  3.4242  -0.8425  -1.6219
C  -3.2972  -4.6653  2.9654
C  -4.6125  -4.3880  2.5644
C  4.1668  1.5556  3.2238
C  -2.4243  -3.5942  3.1571
C  1.9123  2.3569  0.5193
C  -2.8274  -2.2855  2.8796
C  -5.1077  -3.0733  2.5645
C  4.7577  0.7805  2.2530
C  -2.0111  0.5986  -2.8144
C  2.8973  -0.7992  2.2661
C  -0.4858  2.4973  1.7906
C  -0.9266  -5.1080  -0.0365
H  -1.2846  0.1576  -3.4919
H  5.6923  1.0789  1.7615
H  -2.9647  0.5827  -3.3507
H  -3.0691  -2.0911  -2.6209
H  -4.3189  -0.9337  -2.0609
H  2.2259  -1.5959  -4.0162
H  -3.6642  -2.1664  -0.9381
H  0.7816  1.3075  -3.3639
H  -4.5529  -1.0051  2.7074
H  -0.3654  -4.4815  0.7515
H  2.5688  2.1268  -0.3296
H  -2.0544  -6.9503  -0.1205
H  2.4392  1.7323  4.5279
H  -1.4353  -1.4954  1.3217
H  0.0976  2.0486  2.6125
H  -4.2680  0.7800  -0.8274
H  3.8629  0.0422  -1.1353
H  -1.5475  2.2263  1.9083
H  2.2575  1.8378  1.4232
H  -1.3086  -6.3393  1.5504
H  -3.3655  0.5234  0.6780
H  -0.9194  -4.8893  -1.1311
H  4.6715  2.4226  3.6361
H  3.8965  -1.0157  -2.5994
H  1.3121  -2.7390  -2.9509
H  -5.3045  -5.2056  2.2759
H  -1.4312  3.3197  -1.0069
H  1.3274  -0.3498  3.6282
H  -0.0089  4.2142  -0.3934
H  3.5087  -1.7239  -0.9684
H  -1.7154  1.6430  -2.7240
H  0.1299  3.2152  -1.8705
H  0.4309  -1.4624  -3.8789
H  -2.9749  -5.7107  3.0620
H  4.6496  -0.9573  1.1588
H  -2.9479  1.8835  -0.3579
H  -0.3664  3.5944  1.8042
H  2.1740  1.8672  -2.3449
H  -1.4062  -3.7672  3.4822
H  2.4578  0.8133  -3.7796
H  1.9197  3.4424  0.6904
H  -6.1709  -2.8880  2.3645

Record 5
Entry from the OMol25 dataset: 14 unconnected molecules or ions with the total composition H29O14 (wB97M-V/def2-TZVPD).

Summary:
net charge: +2
orbital gap (spin up / spin down): 0.375 / 0.077 hartree
calculated total energy: -1069.90487 Eh
2S+1: 2

CARTESIAN COORDINATES (ANGSTROEM)
O  -1.5580  -0.2325  -2.5267
O  -3.3878  1.3881  0.7602
O  1.8952  -0.7125  0.9204
O  1.0723  1.2233  -2.4540
O  -2.4232  -0.4794  4.6310
O  -0.6266  -2.5600  -1.3582
O  0.2606  -2.5383  0.9855
O  3.9476  -0.5772  -0.6130
O  2.4194  2.3700  1.2153
O  -0.4014  0.4937  0.8385
O  -0.6884  2.1602  3.2820
O  -3.0693  -1.7052  0.3399
O  0.8578  3.9353  -2.1149
O  0.7952  -3.5374  -3.2988
H  -0.8965  1.0956  1.3494
H  -0.4119  0.8551  -0.0883
H  -0.8831  2.9431  3.6488
H  -3.7904  -1.1283  0.7245
H  -1.0294  -3.4139  -1.3429
H  1.7012  -3.8253  -3.5745
H  -2.1826  0.1198  4.0397
H  0.9304  -2.8097  -2.6783
H  4.0493  -1.3606  -1.0916
H  0.2139  4.4977  -2.6375
H  -1.6301  -0.5007  -3.5193
H  0.0202  -2.7665  -0.1602
H  0.3217  2.2208  3.4027
H  -2.6644  -2.3290  1.0095
H  2.7652  3.3346  1.0991
H  -3.9070  0.7868  0.3153
H  0.4018  3.7169  -1.2554
H  -0.4308  -2.0108  1.5183
H  -1.2309  -1.9076  -1.3854
H  1.9475  0.9233  -2.4917
H  4.9263  -0.4500  -0.5654
H  -3.0236  -1.1190  4.1818
H  -3.3300  2.2006  0.4675
H  1.0583  2.1809  -2.4449
H  3.2518  1.9538  1.3387
H  1.5033  0.1783  0.7357
H  2.7093  -1.0587  0.4322
H  1.1712  -1.8140  0.9403
H  -0.6543  0.2589  -2.5751

Record 6
Entry from the OMol25 dataset: a molecular structure, C36H43BN20PTi (wB97M-V/def2-TZVPD).

Summary:
net charge: +2
orbital gap (spin up / spin down): 0.299 / 0.300 hartree
calculated total energy: -3708.36704 Eh
2S+1: 2

CARTESIAN COORDINATES (ANGSTROEM)
Ti  -0.1672  -0.1391  0.2625
P  -0.0383  0.4789  3.9630
N  0.6891  2.7390  -2.3827
N  -0.9554  1.2958  -1.5747
N  1.1207  -2.3264  0.0802
N  1.7307  -2.4700  -1.1293
N  2.7127  -0.0818  3.7663
N  1.8430  -2.0604  -3.6251
N  -0.9305  -1.3102  1.9719
N  -0.5023  1.7222  1.4771
N  -1.6127  -1.8473  3.9912
N  -0.2463  -1.5893  -2.3807
N  1.6241  -0.2047  1.8508
N  -2.6279  0.7039  -3.1591
N  -1.0647  -1.5624  -1.2809
N  1.6368  0.4683  -0.8155
N  -2.0022  0.6172  -5.3680
N  -2.5415  0.3716  0.3533
N  1.8212  -1.1955  -4.6814
N  1.9243  -0.1659  -1.9843
N  -0.5881  1.6589  -3.9030
N  -1.0100  2.9882  3.2065
C  2.6282  2.3702  0.5020
C  2.7387  -3.3509  -1.0501
C  -2.0365  -2.8375  3.1492
C  -3.3480  0.3108  1.4154
C  2.9958  0.1030  5.1869
C  1.7467  -3.1787  0.9062
C  -1.8004  -1.8396  5.4411
C  -0.5522  1.7789  2.8034
C  2.6073  1.3796  -0.6194
C  3.6096  -0.4954  2.8208
C  1.3981  -3.4069  2.3420
C  1.9500  -3.3403  -4.0749
C  3.5366  1.3076  -1.6548
C  -0.9415  -0.9368  3.2483
C  -3.1083  0.6356  -0.8243
C  -0.9500  2.9365  1.0222
C  -0.2824  1.8575  -2.6274
C  -1.2602  3.7277  2.0866
C  -4.7192  0.4755  1.3387
C  2.9273  -0.5650  1.6428
C  -3.4017  -2.4489  -0.7880
C  1.5259  0.0826  3.1407
C  -1.1632  3.4630  4.5805
C  -2.2076  -2.1666  -1.6449
C  2.7741  -3.8460  0.2311
C  1.9590  -1.9309  -5.7693
C  -2.1316  -2.5698  -2.9813
C  -4.4725  0.7800  -1.0072
C  -1.5991  -2.4966  1.9029
C  1.9987  -1.3049  -7.1248
C  -1.7140  0.9924  -4.1255
C  3.0692  0.3154  -2.4873
C  -2.1742  0.8658  -1.9496
C  -5.2988  0.6977  0.0997
C  2.0442  -3.3034  -5.4381
C  -0.8875  -2.1890  -3.4047
B  1.3145  -1.5608  -2.3024
H  1.0256  -1.3741  -7.6144
H  -1.3630  0.8440  -6.1101
H  2.5433  -0.6926  5.7757
H  -4.3076  -2.2445  -1.3577
H  1.2265  3.0799  -3.1615
H  -2.8799  0.1699  -5.5640
H  2.9361  3.3477  0.1268
H  -2.0765  -0.8441  5.7784
H  -2.8820  0.1221  2.3720
H  -2.6019  -2.5298  5.6870
H  -1.0456  3.1454  -0.0276
H  4.4163  1.9148  -1.7830
H  4.0722  0.0773  5.3277
H  0.5277  -4.0561  2.4386
H  3.3523  2.0770  1.2638
H  -2.5859  -3.6925  3.5038
H  -0.8899  -2.1570  5.9455
H  -2.8962  -3.0719  -3.5490
H  1.1911  -2.4788  2.8710
H  -1.7506  4.3761  4.5625
H  1.9236  -4.1841  -3.4058
H  -0.1918  3.6737  5.0229
H  2.1689  -4.1357  -6.1100
H  -0.4080  -2.3185  -4.3605
H  3.4621  -0.0720  -3.4106
H  3.4383  -4.5934  0.6304
H  -1.6342  4.7358  2.1386
H  2.2703  -0.2538  -7.0502
H  1.6607  2.4673  0.9804
H  -6.3698  0.8150  0.0013
H  -3.4384  -1.8842  0.1352
H  3.2993  -0.8607  0.6777
H  -3.4215  -3.5115  -0.5343
H  2.6220  1.0665  5.5242
H  3.3629  -3.5668  -1.9000
H  2.2321  -3.9043  2.8349
H  -5.3179  0.4205  2.2372
H  -4.8474  0.9692  -2.0025
H  4.6384  -0.7017  3.0611
H  -1.6824  -3.0420  0.9810
H  1.0106  2.9007  -1.4476
H  -1.6849  2.7217  5.1802
H  2.7204  -1.8097  -7.7652

Record 7
Entry from the OMol25 dataset: a single C2H8N4O molecule (wB97M-V/def2-TZVPD).

Summary:
orbital gap: 0.362 hartree
calculated total energy: -375.07938 Eh
2S+1: 1
structure (SMILES): CCN/[N+]([O-])=N/N

CARTESIAN COORDINATES (ANGSTROEM)
O  0.8263  0.1884  1.5036
N  -0.8559  -1.3349  1.4972
N  -0.0570  -0.5445  0.9619
N  -0.6652  -1.6597  2.7938
N  -0.4600  -0.3392  -0.6199
C  -0.1635  1.0252  -1.0006
C  0.7974  1.0463  -2.1292
H  1.5987  0.4177  -1.8894
H  0.4735  1.3992  -0.0387
H  0.0575  -1.2416  3.2899
H  -0.9750  -2.6077  2.9240
H  0.6327  0.7125  -3.1659
H  1.2627  1.9390  -2.3469
H  -1.4650  -0.6154  -0.7775
H  -1.0072  1.6148  -1.0023

Record 8
Entry from the OMol25 dataset: a molecular structure, C3H4N2S3 (wB97M-V/def2-TZVPD).

Summary:
orbital gap: 0.297 hartree
calculated total energy: -1420.61111 Eh
2S+1: 1

CARTESIAN COORDINATES (ANGSTROEM)
S  -1.2112  -1.4648  1.5399
S  0.6485  0.2888  -0.1774
S  1.8707  -1.1842  2.1029
N  2.0500  1.1321  0.4628
N  -1.7662  -0.6400  0.1819
C  2.3962  1.7479  -0.7010
C  -2.8729  -0.9463  -0.5533
C  0.4659  -0.7267  1.2855
H  1.8114  1.6746  -1.7626
H  -3.5467  -2.0571  -0.4037
H  -3.1041  -0.3254  -1.4497
H  3.2583  2.5013  -0.5253

Record 9
Entry from the OMol25 dataset: 2 unconnected molecules or ions with the total composition C3H9OPS (wB97M-V/def2-TZVPD).

Summary:
orbital gap (spin up / spin down): 0.252 / 0.255 hartree
calculated total energy: -934.35237 Eh
2S+1: 1

CARTESIAN COORDINATES (ANGSTROEM)
S  3.1387  0.8848  -0.3895
P  0.4161  -0.3041  0.4433
O  -0.3615  1.0188  -0.3414
C  0.1683  1.5711  -1.5162
C  -0.4818  -1.7384  -0.3261
C  -0.3838  -0.2012  2.1311
H  -0.1358  0.9101  -2.3881
H  -1.4974  -1.6027  -0.3600
H  1.1954  1.6071  -1.4518
H  0.1766  0.7102  2.6379
H  -1.3963  0.0865  1.8924
H  -0.1967  -1.7427  -1.4315
H  -0.2055  -2.7753  0.1279
H  -0.1868  2.6700  -1.6781
H  -0.2496  -1.0942  2.6503